{
  "formula": "C38H106N8O11",
  "method": "the ωB97M-V functional and the def2-TZVPD basis",
  "lumo_ev": 0.6658,
  "energy_ha": -2776.8971,
  "smiles": "COC[C@H](C)N.COC[C@H](C)N.COC[C@H](C)N.COC[C@H](C)N.COC[C@H](C)N.COC[C@H](C)N.COC[C@H](C)N.COC[C@H](C)N.CCO.CCO.CCO",
  "orbital_gap_ev": 9.404,
  "de_lowest_kcal_mol": 37.1,
  "elements": ["C", "O", "C", "C", "C", "N", "H", "H", "H", "H", "H", "H", "H", "H", "H", "H", "H", "C", "O", "C", "C", "C", "N", "H", "H", "H", "H", "H", "H", "H", "H", "H", "H", "H", "C", "O", "C", "C", "C", "N", "H", "H", "H", "H", "H", "H", "H", "H", "H", "H", "H", "C", "O", "C", "C", "C", "N", "H", "H", "H", "H", "H", "H", "H", "H", "H", "H", "H", "C", "O", "C", "C", "C", "N", "H", "H", "H", "H", "H", "H", "H", "H", "H", "H", "H", "C", "O", "C", "C", "C", "N", "H", "H", "H", "H", "H", "H", "H", "H", "H", "H", "H", "C", "O", "C", "C", "C", "N", "H", "H", "H", "H", "H", "H", "H", "H", "H", "H", "H", "C", "O", "C", "C", "C", "N", "H", "H", "H", "H", "H", "H", "H", "H", "H", "H", "H", "C", "C", "O", "H", "H", "H", "H", "H", "H", "C", "C", "O", "H", "H", "H", "H", "H", "H", "C", "C", "O", "H", "H", "H", "H", "H", "H"],
  "xyz": [[-2.27459, -0.71848, -3.20683], [-2.98528, -0.79892, -1.95865], [-3.97367, -1.81132, -1.97746], [-3.50342, -3.15799, -1.38976], [-4.65340, -4.19194, -1.27631], [-2.96299, -2.94122, -0.08008], [-1.80399, 0.24651, -3.15710], [-3.02965, -0.75746, -3.99141], [-1.53620, -1.53210, -3.33174], [-4.75612, -1.47093, -1.26232], [-4.48329, -1.89104, -2.96080], [-2.68599, -3.62017, -1.98603], [-5.33910, -4.04097, -2.08532], [-5.07342, -4.06310, -0.28389], [-4.32307, -5.24558, -1.30631], [-3.64548, -2.54786, 0.58490], [-2.14577, -2.34351, -0.16384], [0.23270, 6.26736, 2.38746], [0.82958, 4.94247, 2.45053], [0.27501, 4.22509, 3.52511], [1.00998, 2.92608, 3.86033], [2.17237, 3.22244, 4.80775], [1.31201, 2.17491, 2.60893], [0.66776, 6.67607, 1.45616], [0.54324, 6.81405, 3.27221], [-0.84366, 6.16350, 2.25444], [0.27254, 4.79581, 4.43836], [-0.75417, 3.98765, 3.22783], [0.31578, 2.28900, 4.41410], [2.83059, 4.02702, 4.46704], [2.76463, 2.32501, 5.09930], [1.79517, 3.60756, 5.78763], [1.80351, 2.84407, 1.96117], [1.97543, 1.44866, 2.82870], [-4.17994, -0.42043, 2.11387], [-5.04476, -1.36041, 1.55020], [-6.22349, -1.64937, 2.29452], [-7.09999, -2.59953, 1.49410], [-7.71217, -1.85969, 0.30749], [-8.06947, -3.27354, 2.31918], [-4.76121, 0.41770, 2.55301], [-3.51747, -0.01005, 1.33244], [-3.45461, -0.84575, 2.87466], [-5.88552, -2.15775, 3.22834], [-6.73511, -0.69775, 2.49736], [-6.42855, -3.31266, 1.00800], [-6.98084, -1.27730, -0.25277], [-8.55851, -1.21222, 0.51929], [-8.11105, -2.59021, -0.40583], [-8.91827, -2.69543, 2.43792], [-8.48723, -4.02821, 1.74542], [-0.31071, 2.72586, -3.96944], [-1.02659, 3.36258, -2.98688], [-1.74174, 2.50767, -2.07582], [-2.43123, 3.36210, -1.00580], [-1.44731, 4.13469, -0.18268], [-3.08621, 2.48341, -0.03893], [-0.94690, 2.11283, -4.61369], [0.42089, 2.05574, -3.51915], [0.16335, 3.52673, -4.54040], [-2.49819, 1.91446, -2.59118], [-1.05750, 1.79629, -1.52077], [-3.12078, 4.02487, -1.51504], [-2.00229, 4.94566, 0.41835], [-0.66125, 4.64112, -0.76297], [-0.88455, 3.43958, 0.44299], [-3.83453, 1.96042, -0.46110], [-2.44804, 1.77096, 0.26592], [2.67953, -7.09176, 0.93164], [2.56252, -5.68309, 0.75269], [1.48240, -5.15355, 1.47694], [0.10664, -5.33540, 0.80071], [0.05979, -4.56672, -0.48807], [-0.89346, -4.81029, 1.81241], [2.59431, -7.34818, 1.99610], [3.61107, -7.40418, 0.42166], [1.82314, -7.53757, 0.38655], [1.52409, -5.54441, 2.51937], [1.71568, -4.08575, 1.48424], [-0.00805, -6.34864, 0.66957], [-0.85736, -4.85312, -1.00452], [0.87907, -4.75095, -1.22344], [0.11444, -3.49333, -0.31330], [-1.74050, -4.49135, 1.37222], [-1.10621, -5.44428, 2.55049], [4.70629, 5.80010, -2.33920], [3.60765, 5.13553, -2.98677], [2.60814, 4.61191, -2.11673], [3.18685, 3.51974, -1.21736], [3.59267, 2.28123, -1.94498], [2.26685, 3.26844, -0.11282], [5.53567, 5.12476, -2.07249], [4.35801, 6.32394, -1.45473], [4.99710, 6.49391, -3.15390], [2.11773, 5.43272, -1.54900], [1.81391, 4.11044, -2.71855], [4.16167, 3.85361, -0.80288], [4.23203, 2.57866, -2.79183], [2.74767, 1.77555, -2.39133], [4.11903, 1.54490, -1.35430], [1.79164, 4.10493, 0.20095], [1.51819, 2.59749, -0.41900], [2.86609, -1.00084, -2.99186], [2.88343, -0.16471, -4.10541], [4.14807, -0.06342, -4.76486], [3.92550, 0.65318, -6.09989], [3.24659, 1.97576, -5.85669], [3.13325, -0.17572, -7.04197], [3.37370, -0.50148, -2.15636], [3.39394, -1.98289, -3.13935], [1.81646, -1.24660, -2.75473], [4.88397, 0.53417, -4.09676], [4.62992, -1.04377, -4.99960], [4.94641, 0.86915, -6.51179], [2.23425, 1.78127, -5.45800], [3.01004, 2.45374, -6.78664], [3.81954, 2.70680, -5.21295], [2.15652, -0.17531, -6.72607], [3.47608, -1.11518, -7.10019], [4.72161, -0.08706, 1.48202], [4.49490, -0.33141, 0.04921], [5.31124, -1.24104, -0.61117], [5.00248, -2.72894, -0.34939], [5.85001, -3.69760, -1.24735], [3.59187, -3.02655, -0.48765], [5.63469, 0.57873, 1.58111], [4.77401, -1.01946, 2.05252], [3.82179, 0.44326, 1.79823], [5.15834, -1.06392, -1.68377], [6.36705, -1.10553, -0.32883], [5.28538, -2.95076, 0.69649], [5.45257, -3.65426, -2.21667], [5.68489, -4.74732, -0.95716], [6.92322, -3.45263, -1.28857], [3.01601, -2.30513, -0.15697], [3.37870, -3.92200, -0.08160], [-3.64817, 2.72044, 4.61789], [-3.30717, 3.13880, 3.16512], [-4.55492, 3.17233, 2.50943], [-4.05567, 1.70940, 4.53654], [-4.41833, 3.37732, 5.01080], [-2.72232, 2.79070, 5.29405], [-2.62734, 2.45213, 2.66027], [-2.94941, 4.13717, 3.12290], [-4.37402, 2.92933, 1.61663], [-0.36139, -1.21075, 4.70004], [-0.75149, -2.49557, 4.00238], [0.31079, -2.84804, 3.14289], [0.40432, -1.40984, 5.44861], [-1.20807, -0.74515, 5.24810], [0.09735, -0.55227, 3.93540], [-1.65854, -2.31318, 3.45815], [-0.95883, -3.23879, 4.75980], [-0.04609, -3.51318, 2.49284], [0.92185, -0.41577, 0.20761], [-0.51014, -0.21293, 0.62580], [-0.87625, 1.09520, 1.19202], [1.57760, -0.33391, 1.06010], [1.26716, 0.28915, -0.53761], [1.06165, -1.38789, -0.27506], [-0.78560, -1.06326, 1.28406], [-1.02709, -0.35251, -0.29979], [-0.06584, 1.43016, 1.67861]],
  "forces_ev_per_angstrom": [[-0.50, -0.46, 0.91], [0.18, -0.50, -0.69], [-1.22, -0.12, 0.77], [0.08, -0.72, -0.60], [1.14, 0.08, 0.15], [0.70, -0.25, 1.07], [0.46, 0.07, -0.44], [0.27, 0.08, -0.40], [-0.27, 0.29, 0.05], [0.31, -0.08, -0.36], [0.50, -0.05, 0.21], [-0.40, 0.47, -0.01], [-0.80, 0.02, -0.22], [-0.57, 0.11, -0.14], [0.20, 0.55, -0.11], [0.39, 0.01, -0.62], [-0.28, 0.13, 0.36], [1.19, -1.45, -1.21], [0.24, 0.75, 0.23], [-0.77, -1.08, -0.50], [0.04, -0.24, -0.32], [0.41, -0.07, 1.12], [0.56, 1.79, -0.07], [-0.31, 0.23, 0.64], [-0.26, 0.35, 0.05], [-0.13, 0.22, 0.28], [-0.17, 0.62, 0.42], [-0.06, -0.02, 0.31], [-0.19, 0.16, 0.06], [0.10, -0.30, -0.35], [-0.28, 0.50, -0.54], [-0.08, -0.32, -0.71], [-0.41, -1.08, 0.57], [0.23, -0.25, 0.00], [0.88, 0.76, 0.76], [-0.31, -0.52, -0.80], [0.95, -0.37, 0.87], [0.36, 1.21, -1.13], [-0.27, -0.32, -0.94], [-1.59, -0.84, -0.28], [0.45, -0.32, -0.08], [-0.43, -0.19, 0.07], [-1.01, 0.20, -0.44], [-0.59, 0.44, -0.26], [-0.07, -0.20, 0.27], [-0.01, -0.29, 0.58], [0.16, 0.05, 0.15], [-0.01, 0.22, 0.55], [0.05, -0.06, 0.02], [0.83, 0.10, 0.20], [0.62, 0.22, 0.52], [0.29, -0.40, -0.40], [-1.41, 0.23, 1.73], [0.89, 0.41, 0.33], [0.65, -0.80, -0.08], [0.45, 1.97, 0.55], [-1.38, 0.14, -0.34], [-0.10, 0.02, -0.27], [0.50, -0.14, -0.11], [0.17, -0.36, -0.16], [-0.06, 0.04, -0.19], [-0.28, 0.54, -0.69], [-0.41, 0.09, 0.11], [0.93, -1.39, -0.59], [-0.45, 0.04, -0.20], [-0.31, 0.12, 0.40], [-0.47, -0.09, -0.44], [0.71, -0.05, 0.39], [-0.61, 0.33, -1.21], [0.45, -0.72, 0.05], [0.26, 0.71, 0.17], [0.91, 2.11, 2.18], [0.03, -0.15, -1.13], [0.99, 0.22, -1.72], [0.41, -0.12, -0.20], [-0.45, 0.04, 0.67], [0.46, -0.33, 0.34], [-0.32, 0.26, -0.47], [-0.28, 0.06, 0.42], [-0.65, -2.45, -0.67], [-0.16, 0.47, -0.09], [-0.30, -0.35, 0.92], [-0.36, 0.12, 0.17], [-0.42, 0.06, -0.35], [-0.04, -0.65, 0.35], [-0.64, -0.07, -1.45], [-0.26, -0.23, 0.20], [0.33, -0.55, -0.47], [0.54, 0.97, 1.17], [-0.04, -0.15, -1.23], [-0.85, -1.57, -0.25], [-0.30, 0.14, -0.14], [0.05, 0.28, 0.18], [0.39, -0.12, 0.92], [0.37, -0.35, -0.01], [0.52, 0.62, 0.03], [-0.64, 0.39, 0.19], [-0.10, -0.11, 0.26], [-0.49, -0.18, -0.21], [0.14, 0.07, 0.45], [-0.02, 0.17, -0.03], [0.89, 0.90, 0.39], [0.41, -1.02, 0.49], [0.54, -0.24, -1.20], [0.73, 0.68, 0.82], [0.76, -0.32, 0.13], [-0.74, 0.66, 0.47], [-0.20, 1.45, 0.37], [-0.48, -0.16, 0.09], [-0.38, 0.75, -0.14], [0.42, 0.29, 0.05], [-0.98, -0.82, -0.91], [-0.53, 0.27, 0.52], [-0.78, -0.43, 0.04], [0.53, 0.17, 0.44], [0.31, 0.41, -0.74], [-0.65, -1.01, -0.55], [0.60, -0.25, -0.14], [0.07, -0.41, 0.12], [0.39, 0.31, -1.63], [-0.68, 0.49, 1.50], [0.72, -1.22, -0.23], [0.61, -0.64, 0.79], [-0.24, 0.48, 1.40], [0.87, -0.80, -1.43], [-0.96, -0.92, 0.17], [0.31, 0.11, -0.12], [0.25, 0.13, 0.00], [0.35, 0.12, 0.25], [-0.03, 0.19, -0.28], [0.29, 0.20, -0.09], [-0.48, 0.31, -1.64], [0.28, 0.40, 0.30], [-0.37, -0.14, 0.25], [-0.78, 1.00, 0.75], [-0.27, -0.13, 0.14], [1.82, 0.19, -0.24], [-1.17, -0.54, 1.20], [-0.78, -0.16, 0.61], [0.20, 0.02, 0.47], [-0.04, 0.09, 0.02], [-1.34, -0.37, -0.87], [0.18, -0.02, 0.16], [0.96, 0.97, 0.16], [0.27, -0.12, -1.51], [0.14, 0.43, 0.18], [0.67, 0.74, 0.17], [0.03, -0.02, -0.10], [0.16, -0.04, 0.01], [0.41, -0.09, -0.58], [-0.53, 0.02, 0.48], [-0.68, -0.05, -0.56], [-0.06, -0.63, 0.19], [-0.09, 0.22, 0.64], [0.53, 0.32, 0.25], [-0.25, 0.11, 0.37], [1.40, -1.71, -0.45], [0.47, -0.17, 0.26], [-0.04, 0.48, -0.17], [-0.21, -0.10, 0.31], [-0.04, 0.64, 0.08], [-1.17, 0.23, -0.46], [-0.57, -0.02, -0.05]],
  "lowdin_charge": [-0.07, -0.21, -0.20, -0.42, -0.03, 0.05, 0.04, 0.09, 0.10, 0.12, 0.13, 0.13, 0.07, 0.05, 0.08, 0.07, 0.05, -0.06, -0.21, -0.22, -0.39, -0.07, 0.06, 0.10, 0.09, 0.08, 0.12, 0.10, 0.13, 0.08, 0.08, 0.09, 0.07, 0.06, -0.10, -0.24, -0.18, -0.46, -0.07, 0.03, 0.09, 0.08, 0.10, 0.14, 0.13, 0.11, 0.07, 0.07, 0.08, 0.08, 0.09, -0.15, -0.18, -0.18, -0.40, -0.06, 0.06, 0.09, 0.08, 0.10, 0.11, 0.14, 0.14, 0.11, 0.07, 0.06, 0.08, 0.02, -0.08, -0.23, -0.22, -0.36, -0.04, 0.06, 0.09, 0.10, 0.09, 0.14, 0.11, 0.10, 0.07, 0.10, 0.06, 0.06, 0.09, -0.10, -0.21, -0.19, -0.44, -0.05, 0.06, 0.08, 0.08, 0.10, 0.13, 0.12, 0.13, 0.08, 0.06, 0.07, 0.05, 0.09, -0.13, -0.22, -0.21, -0.44, -0.07, 0.04, 0.05, 0.09, 0.09, 0.14, 0.12, 0.14, 0.07, 0.07, 0.10, 0.08, 0.06, -0.03, -0.24, -0.23, -0.41, -0.04, 0.08, 0.11, 0.08, 0.06, 0.11, 0.13, 0.12, 0.04, 0.08, 0.08, 0.03, 0.04, -0.07, -0.34, -0.10, 0.06, 0.06, 0.09, 0.09, 0.08, 0.02, -0.09, -0.35, -0.13, 0.07, 0.08, 0.07, 0.08, 0.10, 0.00, -0.07, -0.28, -0.15, 0.06, 0.06, 0.06, 0.10, 0.07, 0.04]
}